# 1
Entry from OMol25: a 2-piece molecular cluster, C5H10N2O overall at a distorted geometry (wB97M-V/def2-TZVPD).

Output
energy relative to the best compared isomer or geometry (same formula, charge and spin) = 69.6 kJ/mol
LUMO = 0.815 eV
SMILES = CC(C)=CN.N=C=O
gap between HOMO and LUMO = 0.32216 Eh

Structure (ORCA input):
```
! wB97M-V def2-TZVPD RIJCOSX def2/J DEFGRID3
* xyz 0 1
C -0.3089 -1.6332 -0.3996
C 0.9475 0.2121 -1.6287
C -0.1557 -0.1640 -0.6833
N -2.0919 0.5068 0.6137
C -0.9720 0.7580 -0.1671
H -2.3130 1.2375 1.2737
H -2.0936 -0.4053 1.0479
H -0.8353 1.8041 -0.4107
H 0.6012 -2.1663 -0.6650
H -1.1315 -2.0574 -0.9766
H -0.5137 -1.8142 0.6559
H 0.9984 1.2902 -1.7673
H 1.9116 -0.1472 -1.2624
H 0.7815 -0.2479 -2.6036
N 1.9095 1.0426 1.5989
C 0.9422 0.4910 2.0246
O 0.1189 -0.0095 2.6645
H 2.2049 1.3027 0.6853
*
```

# 2
Entry from OMol25: a single C3H5NO2 molecule (wB97M-V/def2-TZVPD).

Output
energy relative to the best compared isomer or geometry (same formula, charge and spin) = 334.0 kJ/mol
LUMO (alpha / beta) = 0.476 / 0.476 eV
SMILES = COC(N)=C=O
gap between HOMO and LUMO (alpha / beta) = 0.28516 / 0.28505 Eh

Structure (ORCA input):
```
! wB97M-V def2-TZVPD RIJCOSX def2/J DEFGRID3
* xyz 0 1
C -0.4821 -1.6420 -0.4807
C 1.4510 0.2380 0.5490
O 1.9573 0.6770 1.5409
C -0.0658 0.5000 0.2018
O -0.7988 -0.2549 -0.6027
N -0.3082 1.8094 0.0997
H 0.0024 -1.8266 0.4806
H -1.4101 -2.2129 -0.5324
H 0.1846 -1.9233 -1.2984
H 0.2631 2.3774 0.7063
H -0.7934 2.2579 -0.6642
*
```

# 3
Entry from OMol25: C28H43BrMnN2P2S as an isolated structure at a distorted geometry (wB97M-V/def2-TZVPD).

Output
energy relative to the best compared isomer or geometry (same formula, charge and spin) = 297.1 kJ/mol
LUMO (alpha / beta) = -6.967 / -8.425 eV
gap between HOMO and LUMO (alpha / beta) = 0.22066 / 0.17416 Eh

Structure (ORCA input):
```
! wB97M-V def2-TZVPD RIJCOSX def2/J DEFGRID3
* xyz 2 6
N -5.1092 -1.8505 4.1453
C -4.0797 -1.0733 4.4843
C -3.6805 0.0412 3.7302
C -4.4045 0.3775 2.5619
C -5.4726 -0.4888 2.2067
C -5.7765 -1.5905 3.0199
C -3.9915 1.4755 1.7035
Mn 0.1147 1.3016 -1.7678
P 3.8034 0.4947 -2.1582
C -4.4141 1.5644 0.4038
C -3.6678 2.2211 -0.6430
C -3.6830 1.6546 -1.9593
C -2.4845 1.5629 -2.6600
C -1.4270 2.2646 -2.0779
C -1.5557 3.2666 -1.1246
C -2.6840 3.1822 -0.3101
Br 1.5439 2.4084 -3.3121
H -3.2663 2.2129 2.0910
H -5.2464 0.9380 0.0328
H -2.8242 0.6395 4.0415
H -6.0880 -0.2971 1.3283
H -3.5736 -1.2987 5.4252
H -6.6159 -2.2246 2.7463
H -4.6004 1.2401 -2.3855
H -2.7928 3.8015 0.5850
H -2.3403 1.0293 -3.5913
H -0.8339 4.0713 -1.0256
P -0.2553 -1.3083 -1.3195
C 4.3006 2.1600 -1.4897
C 5.2674 3.0504 -2.2640
H 4.6731 1.9783 -0.4615
H 3.3393 2.7082 -1.3949
H 5.5448 3.8903 -1.6042
H 6.1860 2.5209 -2.5421
H 4.7988 3.4898 -3.1503
C 3.9912 0.1172 -3.9512
C 5.1914 0.5781 -4.7568
H 3.0798 0.5255 -4.4120
H 3.9079 -0.9838 -4.0151
H 4.9525 0.4458 -5.8241
H 5.4421 1.6301 -4.6119
H 6.0802 -0.0313 -4.5613
C 4.8635 -0.7132 -1.2984
C 6.3517 -0.4259 -1.3735
H 4.6118 -1.6992 -1.7168
H 4.5280 -0.7159 -0.2429
H 6.8793 -1.2669 -0.9138
H 6.7058 -0.3194 -2.4050
H 6.6124 0.4789 -0.8139
C 0.5788 -2.7088 -0.4169
C 2.0035 -3.0218 -0.8242
H -0.0486 -3.5951 -0.6131
H 0.5230 -2.5345 0.6623
H 2.3300 -3.9215 -0.2904
H 2.1019 -3.2069 -1.8971
H 2.7045 -2.2227 -0.5510
C -0.4424 -2.2216 -2.9056
C -1.4628 -1.6546 -3.8735
H -0.7193 -3.2520 -2.6340
H 0.5599 -2.2527 -3.3546
H -1.5775 -2.3524 -4.7136
H -2.4442 -1.5294 -3.4031
H -1.1537 -0.6859 -4.2828
C -1.9852 -1.4567 -0.6393
C -2.0677 -1.8807 0.8101
H -2.5190 -2.1758 -1.2807
H -2.4798 -0.4843 -0.7819
H -3.1141 -1.9271 1.1289
H -1.6248 -2.8705 0.9870
H -1.5664 -1.1638 1.4760
S 0.5220 2.4365 2.6690
C 0.9078 0.7372 2.5700
C 0.9177 0.3074 1.2684
N 0.6095 1.3210 0.3353
C 0.4652 2.4986 0.9657
H 1.1255 0.1286 3.4470
H 1.1522 -0.7090 0.9366
H 0.3671 3.4502 0.4496
*
```

# 4
Entry from OMol25: a 3-piece molecular cluster, C4H14N2O2 overall at a distorted geometry (wB97M-V/def2-TZVPD).

Output
energy relative to the best compared isomer or geometry (same formula, charge and spin) = 613.5 kJ/mol
LUMO = -0.955 eV
gap between HOMO and LUMO = 0.26336 Eh

Structure (ORCA input):
```
! wB97M-V def2-TZVPD RIJCOSX def2/J DEFGRID3
* xyz 0 1
N 1.6545 -0.5282 -0.6831
C 0.2548 -0.9529 -0.6833
C -0.6366 -0.6636 0.3814
C -1.7639 -1.7057 0.8996
O 0.9858 2.2758 0.3752
C -1.1599 0.0399 -1.0221
N -0.3878 0.9792 -2.0777
H 1.8346 0.3287 -0.1169
H 2.3599 -1.3121 -0.6087
H 0.1020 -1.8943 -1.1228
H -0.2949 -0.0075 1.1566
H -2.7316 -1.5166 0.3743
H -2.0547 -1.8980 1.8902
H -1.4514 -2.6367 0.4513
H 1.6094 3.0040 0.0679
H -1.7801 -0.6699 -1.7560
H -1.8696 0.8146 -0.6452
H -0.4491 1.9090 -1.5676
H 0.5261 0.7221 -1.8631
H 2.1908 1.3068 2.8268
H 1.4740 1.5910 1.4384
O 1.5877 0.8144 2.2848
*
```

# 5
Entry from OMol25: a 6-piece molecular cluster, C12H18N6 overall at a distorted geometry (wB97M-V/def2-TZVPD).

Output
energy relative to the best compared isomer or geometry (same formula, charge and spin) = 169.8 kJ/mol
LUMO = -0.129 eV
SMILES = CC#N.CC#N.CC#N.CC#N.CC#N.CC#N
gap between HOMO and LUMO = 0.38453 Eh

Structure (ORCA input):
```
! wB97M-V def2-TZVPD RIJCOSX def2/J DEFGRID3
* xyz 0 1
C -16.3567 -6.0395 -21.4010
C -16.0386 -5.9539 -22.8583
N -15.7177 -5.8740 -24.0277
H -17.1658 -5.3298 -21.2282
H -15.5053 -5.6693 -20.8298
H -16.7060 -6.9763 -20.9669
C -18.8690 -3.0330 -18.2562
C -17.9277 -4.1962 -18.3473
N -17.2490 -5.1483 -18.3984
H -18.4249 -2.0451 -18.3787
H -19.1485 -3.0933 -17.2044
H -19.7018 -3.0945 -18.9568
C -14.0384 -0.7878 -20.6845
C -13.4648 -1.6230 -21.7756
N -12.9353 -2.2468 -22.6270
H -14.1993 0.2738 -20.8723
H -13.3220 -0.7288 -19.8651
H -14.9287 -1.2899 -20.3060
C -13.8008 -3.8342 -18.0763
C -13.4510 -4.8966 -19.0477
N -13.1500 -5.6425 -19.8090
H -14.8379 -3.5378 -18.2339
H -13.1431 -3.0031 -18.3311
H -13.5280 -4.3145 -17.1366
C -12.2752 -5.2224 -22.9207
C -11.5546 -6.4574 -22.7092
N -11.0445 -7.4121 -22.4560
H -11.7452 -4.3119 -22.6411
H -13.1573 -5.2661 -22.2818
H -12.5221 -5.3589 -23.9736
C -13.4453 -1.5504 -12.4572
C -13.6958 -2.5240 -13.5655
N -13.7571 -3.2365 -14.4367
H -13.4490 -2.2316 -11.6063
H -14.2677 -0.8353 -12.4768
H -12.5352 -0.9615 -12.5715
*
```

# 6
Entry from OMol25: C26H31Zr as an isolated structure at a distorted geometry (wB97M-V/def2-TZVPD).

Output
LUMO = 2.781 eV
gap between HOMO and LUMO = 0.12784 Eh

Structure (ORCA input):
```
! wB97M-V def2-TZVPD RIJCOSX def2/J DEFGRID3
* xyz -1 1
C 4.0135 0.4049 2.0217
C 2.7949 1.0841 2.6493
C 3.1813 1.8790 3.9001
C 2.0961 1.9843 1.6316
C 1.1135 2.9969 1.9897
C 0.3989 3.3399 0.7810
C 0.8460 2.4892 -0.2661
C 1.8797 1.6460 0.2444
Zr -0.0871 1.0220 1.7364
C -1.2181 -0.7813 -1.1466
C -2.0335 1.8242 2.3864
C -0.4029 -0.6926 3.5901
C 0.0406 -1.5018 2.5117
C 1.3421 -1.0431 2.1146
C 1.7114 0.0576 2.9765
C 0.5818 0.3218 3.8504
H 3.7559 -0.1696 1.1285
H 4.7560 1.1656 1.7476
H 4.4700 -0.2730 2.7549
H 2.3288 2.3752 4.3751
H 3.6404 1.2071 4.6363
H 3.9216 2.6461 3.6381
H 1.0317 3.4915 2.9503
H -0.3553 4.1217 0.7071
H 0.5147 2.5168 -1.3148
H 2.4639 0.9223 -0.3282
H -1.8635 -1.0442 -0.2677
H -1.2101 0.3377 -1.3392
H -0.1383 -1.1042 -0.9285
H -2.7865 1.0499 2.4076
H -1.8358 2.1895 3.3912
H -2.3408 2.6340 1.7382
H -1.3459 -0.8059 4.1387
H -0.4715 -2.3712 2.0874
H 1.9735 -1.4912 1.3517
H 0.5518 1.0692 4.6415
C -2.0847 -2.9585 -1.8443
C -3.3953 -2.9478 -1.0219
C -4.1191 -1.7008 -1.5053
C -3.3495 -0.9251 -2.2920
C -1.8846 -1.4406 -2.2701
C -1.0531 -1.2326 -3.5564
C -1.3354 -0.1802 -4.4107
C -0.2912 0.3009 -5.2422
C 0.9537 -0.3304 -5.2418
C 1.1293 -1.5167 -4.5069
C 0.0834 -1.9973 -3.7127
H -1.1682 -3.2122 -1.2774
H -2.1950 -3.6824 -2.6595
H -3.9930 -3.8570 -1.2050
H -3.1803 -2.9260 0.0488
H -5.1187 -1.4397 -1.1549
H -3.6473 -0.0721 -2.8750
H -2.2911 0.3512 -4.4038
H -0.4588 1.1890 -5.8487
H 1.7554 0.0433 -5.8553
H 2.0803 -2.0384 -4.5268
H 0.2444 -2.9253 -3.1252
*
```

How do the records compare in calculated total energy? In the order shown, they have -10374.58360 -8774.23343 -163472.81262 -11444.33197 -21673.09604 -28743.43658 eV.